{
  "formula": "C5H33NO13",
  "method": "the ωB97M-V functional and the def2-TZVPD basis",
  "elements": ["O", "O", "O", "O", "O", "O", "O", "O", "O", "O", "O", "O", "O", "N", "C", "C", "C", "C", "C", "H", "H", "H", "H", "H", "H", "H", "H", "H", "H", "H", "H", "H", "H", "H", "H", "H", "H", "H", "H", "H", "H", "H", "H", "H", "H", "H", "H", "H", "H", "H", "H", "H"],
  "coordinates": [[3.78889, 0.80869, -0.30372], [-2.99782, -3.00008, -0.64052], [0.82738, -1.16147, 3.55426], [-3.16358, 2.04252, -1.73103], [-1.52719, -0.13612, -2.98237], [4.10999, 0.57707, -2.66345], [1.71473, 0.87378, -4.25848], [1.39089, 2.78566, 2.73914], [-1.19756, 2.20305, 0.63201], [2.49978, 0.32002, 2.09164], [-5.24605, 1.09368, 0.10489], [-1.09221, -3.41770, 2.79311], [-1.19538, -0.19478, 2.10504], [-0.02843, -0.13638, -1.31907], [0.51494, 1.15334, -1.68836], [1.19063, -1.61868, 0.13618], [-1.03923, -0.72232, -2.03058], [0.14781, -0.49159, 0.10598], [-1.13921, -0.88750, 0.84472], [1.68755, -0.88439, 3.16731], [-5.11629, 1.20296, -0.83986], [-1.21208, -1.96247, 0.96346], [-1.58356, -2.58145, 2.83919], [0.72218, -2.44368, -0.39010], [0.52434, 0.35107, 0.67158], [1.53949, 1.03963, -2.02189], [1.23240, 0.19414, -3.79476], [-3.77549, -2.59164, -1.05546], [-2.64240, 2.27056, -0.94761], [-1.19104, 1.48143, 1.30231], [3.58798, 0.72825, -1.24688], [0.47051, 2.63761, 2.51577], [-3.29873, -3.29885, 0.23315], [1.39898, 3.11422, 3.64135], [-2.09293, -0.60411, 0.40050], [1.72056, 0.62325, -5.18315], [1.32658, -2.02393, 1.15065], [3.42598, 1.09782, -3.12350], [-4.32663, 0.85498, 0.33511], [4.38658, 0.05646, -0.11168], [-2.60373, 1.99351, -2.50525], [-1.30331, -1.75030, -1.77680], [-0.06922, 1.59859, -2.48802], [0.78337, -2.08490, 3.26876], [2.52857, 1.15360, 2.59196], [2.18779, -1.22116, -0.02186], [-1.49023, -3.85730, 3.55268], [3.65732, -0.26341, -2.54837], [2.85296, 0.53680, 1.20617], [-0.36285, -0.40622, 2.59420], [0.57017, 1.88207, -0.88786], [-1.09322, 3.06569, 1.01951]],
  "atomic_forces_ev_per_a": [[0.06, -0.78, 2.29], [-0.46, 0.02, 0.17], [0.74, -0.44, -0.18], [-0.73, 0.14, 0.40], [-0.31, -0.63, -0.49], [-0.47, 0.03, -1.24], [0.52, 0.39, -0.26], [0.31, 0.22, 0.08], [-0.16, -0.63, -0.36], [0.39, 0.17, 0.25], [0.92, -0.48, 0.24], [-0.60, 0.39, 0.42], [0.27, -0.22, -0.04], [-0.52, 0.17, 1.58], [0.04, 0.46, -0.41], [-0.75, 0.04, 2.11], [0.77, 1.53, -0.72], [0.33, -1.20, -0.48], [-0.48, 0.55, 0.35], [-0.41, 0.41, 0.07], [-0.20, 0.31, -0.43], [0.22, -0.23, 0.13], [0.33, 0.16, -0.30], [0.89, -0.20, -0.81], [0.17, 0.31, -0.42], [0.12, -0.03, -0.10], [-0.52, -0.33, 0.02], [0.29, -0.19, 0.21], [0.33, -0.08, -0.37], [-0.16, 0.47, 0.11], [0.51, 0.48, 0.10], [-0.14, -0.17, 0.01], [0.10, 0.11, -0.43], [-0.12, 0.10, 0.10], [0.30, 0.16, -0.70], [-0.01, -0.10, -0.21], [-0.39, 0.19, -0.02], [0.26, -0.11, -0.44], [-0.67, 0.19, 0.24], [-0.32, 0.77, -0.23], [0.43, -0.19, 0.08], [-0.12, -0.02, 0.48], [0.05, -0.09, -0.10], [-0.42, -0.11, 0.31], [-0.22, -0.20, -0.40], [0.01, -0.36, -1.22], [0.28, -0.48, 0.04], [0.17, -0.53, -0.56], [0.06, 0.10, 0.06], [-0.25, -0.07, 0.20], [-0.38, -0.28, 0.38], [-0.09, 0.29, 0.47]],
  "gap_ev": 9.4
}

***

{
  "formula": "C5H34N2O11",
  "method": "the ωB97M-V functional and the def2-TZVPD basis",
  "elements": ["O", "O", "O", "O", "O", "O", "O", "O", "O", "O", "O", "N", "N", "C", "C", "C", "C", "C", "H", "H", "H", "H", "H", "H", "H", "H", "H", "H", "H", "H", "H", "H", "H", "H", "H", "H", "H", "H", "H", "H", "H", "H", "H", "H", "H", "H", "H", "H", "H", "H", "H", "H"],
  "coordinates": [[-2.49928, 2.78476, -0.46438], [-0.45594, -3.46028, -2.72386], [-2.56879, 0.11516, -0.43526], [1.24877, -3.94859, 0.40719], [1.22101, 4.31335, -0.73206], [-0.80422, 2.34923, -2.83633], [1.98676, -3.39404, -2.23449], [-1.64592, -1.07236, -3.20711], [-0.53265, 1.22323, 4.16938], [-0.70659, 3.87735, 1.00042], [2.26610, -0.94682, 3.99331], [-0.31033, -0.98662, 0.89960], [2.27571, 1.49283, 0.65884], [0.20767, 0.28820, 0.46214], [2.47488, -0.59425, -0.69240], [-2.80623, -0.67034, 0.65525], [1.69362, 0.17781, 0.40579], [-1.61183, -0.67349, 1.63704], [1.94472, 2.23811, -0.00928], [-1.22366, 2.84283, -3.51563], [-1.45010, 0.25984, 2.13961], [0.08218, 1.06097, 1.33710], [2.26258, -0.32572, -1.71220], [3.51598, -0.31478, -0.36805], [-2.21635, -0.36291, -1.26777], [0.91918, -4.60494, 0.93927], [1.96532, -0.44114, 1.36687], [-0.53247, -4.21050, -2.07500], [0.45632, -3.48414, -2.94484], [-3.76735, -0.22148, 1.15050], [-2.91164, 3.05811, -1.35048], [-3.00525, -1.69490, 0.34543], [-1.16166, 1.88675, 4.35776], [-2.51799, 1.86399, -0.43331], [3.30438, 1.49453, 0.50751], [2.10938, -1.55537, -0.70974], [-0.98540, -1.76402, -2.99162], [1.44593, -0.70475, 3.55277], [2.96812, -0.60817, 3.42414], [0.75226, 3.83365, -1.33860], [1.49574, -3.16451, 1.07812], [-1.13741, 4.66054, 0.72155], [-0.51931, -1.60863, 0.12907], [-1.34688, 3.22513, 0.77777], [-2.46631, -1.58950, -3.16202], [0.26665, 1.56100, 3.76366], [0.63783, 4.19026, 0.12571], [-0.23555, 0.66353, -0.52857], [2.72354, -2.88080, -2.08974], [-0.98032, 1.40217, -2.90425], [1.98021, -4.06908, -1.59513], [-1.80545, -1.51117, 2.31631]],
  "atomic_forces_ev_per_a": [[-1.54, 3.59, -1.98], [-2.30, -1.54, 1.11], [0.81, 0.29, -3.76], [2.09, 4.94, 0.20], [0.89, 1.61, 4.36], [0.95, -0.49, 1.35], [-1.68, -0.62, -2.15], [-0.26, -0.08, 0.65], [0.79, -2.01, -0.16], [1.55, 0.19, 1.78], [0.21, -0.06, -0.04], [-2.20, 0.63, 1.39], [0.66, 1.52, -1.05], [0.40, 1.30, -0.27], [-0.03, 2.86, 0.98], [-1.25, 0.19, 2.23], [2.39, -0.47, 1.49], [0.21, -2.09, -1.51], [0.18, -0.96, 0.84], [-0.61, 0.12, -1.09], [-0.25, 0.15, 0.45], [-0.22, -1.24, -1.95], [0.12, 1.11, -0.53], [-0.69, -1.37, -0.94], [-0.68, 0.81, 1.89], [-1.23, -2.51, 2.17], [-0.55, 0.94, -1.55], [-0.11, 1.31, -0.89], [1.66, 0.24, -0.33], [1.62, -1.06, -0.55], [1.15, -0.76, 2.14], [-0.21, -0.23, 0.11], [-0.57, 1.45, 0.08], [-0.21, -2.97, -0.21], [-0.99, -0.13, 0.25], [0.14, -2.73, 0.69], [-0.21, 0.09, -0.08], [-0.11, 0.01, -0.04], [-0.17, 0.02, 0.08], [-1.96, -1.96, -2.71], [-0.99, -2.50, -2.27], [-0.66, 1.38, -0.34], [0.08, -0.05, -0.21], [-0.82, -1.05, -0.69], [0.21, 0.26, -0.27], [-0.11, 0.67, 0.05], [1.42, 0.11, -2.17], [0.57, -0.15, 1.48], [2.61, 1.72, 0.45], [-0.24, 0.26, -0.50], [0.05, -1.16, 1.65], [0.07, 0.40, 0.36]],
  "gap_ev": 8.9
}

***

{
  "formula": "C5H34NO11S",
  "method": "the ωB97M-V functional and the def2-TZVPD basis",
  "elements": ["S", "O", "O", "O", "O", "O", "O", "O", "O", "O", "O", "O", "N", "C", "C", "C", "C", "C", "H", "H", "H", "H", "H", "H", "H", "H", "H", "H", "H", "H", "H", "H", "H", "H", "H", "H", "H", "H", "H", "H", "H", "H", "H", "H", "H", "H", "H", "H", "H", "H", "H", "H"],
  "coordinates": [[3.96544, 0.77708, -0.99468], [1.99390, -1.78173, 3.72490], [-4.10090, 1.47853, 2.39967], [-3.11014, -0.51893, -2.55163], [3.58059, 0.09318, 2.61364], [-0.47923, -1.01007, 2.75613], [2.38253, 1.89315, -3.46409], [-3.03223, 2.99290, -2.13052], [-1.61496, 1.30800, 3.31058], [-0.35803, -0.08425, -2.87173], [-1.31329, -2.87025, -2.91715], [-3.11802, -0.92138, 2.01881], [0.52711, -0.25725, -0.29350], [1.40463, -2.53051, -0.40481], [1.82570, -1.06540, -0.27824], [2.74440, -0.60968, -1.36840], [0.68099, 1.17418, -0.04089], [-0.68776, 1.83266, -0.32388], [1.42057, 1.60586, -0.71666], [-3.07554, -1.24347, -1.90933], [3.01365, 1.16590, -3.47217], [3.43733, -1.33193, -1.80779], [1.03567, 1.45381, 0.97442], [-4.42948, 1.70326, 1.52851], [-0.54373, -3.06875, -2.36762], [2.63590, -1.06731, 3.49009], [3.66233, 0.11086, 1.63958], [2.14848, -0.19292, -2.20194], [-0.77810, 1.99660, -1.38011], [3.60226, 0.97871, 2.95573], [-1.03550, -1.99433, -3.22878], [-2.00779, 1.92866, 2.67150], [-0.12443, -0.66187, 0.37229], [2.34474, -0.84186, 0.64009], [-3.13550, -1.17889, 2.96378], [2.56478, 2.45795, -2.71439], [-3.92330, 0.48833, 2.30580], [-2.32748, 3.61760, -2.32529], [-2.81561, 2.04811, -2.13098], [0.29753, 0.48985, -3.28659], [-0.55065, -0.04663, 2.90612], [1.59908, -2.98111, -1.39707], [-2.18501, -0.43628, -2.88783], [-1.55332, 1.19242, -0.06792], [-0.71002, 2.74966, 0.21891], [-2.20483, -0.60373, 1.91816], [-0.00225, -0.28865, -1.95005], [0.31977, -2.65409, -0.28762], [2.09756, -2.27502, 2.90323], [-2.31790, 1.42723, 3.96994], [1.88437, -3.20671, 0.27940], [0.36570, -1.24151, 3.21039]],
  "atomic_forces_ev_per_a": [[-0.39, -0.49, 0.77], [0.54, 0.18, -0.44], [-0.26, -0.79, -0.02], [0.46, 0.15, -0.03], [0.06, -0.86, 0.04], [0.66, 0.34, 0.23], [-1.12, 0.06, -1.34], [-1.17, 0.32, 0.19], [-0.58, 1.36, 0.33], [0.09, -0.35, -0.06], [0.58, 0.14, 0.18], [-0.30, -0.33, 0.71], [1.64, -0.53, -0.38], [-0.54, -0.49, -0.84], [-1.47, 0.29, 0.00], [1.19, 1.80, -1.60], [-0.90, 0.29, 0.06], [0.55, -1.02, 0.26], [0.05, -0.29, 0.02], [0.11, 0.18, -0.34], [0.33, 0.39, 0.66], [-0.65, -0.60, 0.39], [-0.14, -0.53, -0.22], [-0.18, 0.26, -0.20], [-0.18, -0.35, 0.07], [-0.30, 0.12, 0.36], [0.24, 0.60, -0.04], [0.05, -0.59, 0.32], [-0.01, 0.28, -0.44], [0.07, 0.64, -0.24], [-0.19, 0.08, -0.23], [0.36, -0.38, -0.38], [0.23, 0.03, 0.19], [-0.01, -0.37, 0.66], [0.25, -0.09, -0.80], [0.60, -0.40, 0.47], [0.07, 1.18, -0.08], [0.33, -0.95, -0.01], [0.61, 0.53, -0.27], [0.08, 0.05, -0.02], [-0.11, -0.45, 0.11], [0.20, 0.56, 0.18], [-0.75, 0.10, 0.48], [0.41, 0.24, 0.26], [-0.44, 0.87, 0.26], [-0.12, -0.37, 0.09], [-0.21, 0.36, -0.13], [0.16, 0.12, 0.34], [-0.27, -0.53, 0.04], [0.42, -0.53, 0.18], [0.31, -0.15, 0.55], [-0.32, -0.09, -0.31]],
  "total_charge": -1,
  "gap_ev": 6.4
}

***

Looking at energy above the lowest of the compared OMol25 structures with the same formula, charge and spin for the records above, in order, we have 3.132, 4.327, 0.000 eV.
Looking at largest force on an atom for the records above, in order, we have 2.4, 5.4, 2.7 eV Å⁻¹.